[1]
Molecular formula: C24H55N2O5P
Method: DFT, ωB97M-V/def2-TZVPD

Geometry as XYZ:
```
87
Properties=species:S:1:pos:R:3
O 0.8034 -0.4870 -1.6269
C -0.6304 0.3063 3.8089
H -0.9898 -0.8152 -0.5039
C 4.5646 -0.4586 -2.3004
H -0.4414 -3.0678 5.3195
H -0.1109 0.7302 -0.2703
H -2.2957 -3.3227 0.0489
C -2.3227 3.4511 2.3025
H -2.2203 -4.2527 2.1998
C -1.3418 0.7805 -2.0478
C -0.4225 1.9653 -2.6029
H 5.5424 0.0763 -4.2133
H 6.4309 0.6467 -2.7090
H 0.6927 -0.1257 -4.1994
H 4.4851 2.4595 -2.4812
H -0.9483 -2.8564 3.0532
H 3.7651 1.8056 -3.9961
H -1.5960 3.8606 0.2623
C -2.1247 1.7888 5.0149
H 0.2540 0.7736 4.2480
C -4.0901 1.5981 2.6182
H -3.3711 2.3499 0.7551
H 0.9251 -2.3622 0.0768
H -0.3336 -0.1916 2.8839
H 0.8356 -3.0124 2.9293
H 0.5347 -3.3093 -3.1316
H -2.3261 0.9226 5.6483
H -2.5428 5.1499 0.9636
P 0.6762 -2.0153 -2.4638
H 2.8070 -2.9793 -3.4076
C 4.7263 1.9153 -3.4226
H 3.7018 -1.0550 -4.2305
H 4.1519 0.1680 -1.4710
H -3.3344 -0.1478 3.6183
H 3.0866 -2.4639 -1.7313
H -3.0210 2.4027 5.0634
H -0.7051 -1.2150 -4.3892
H -0.9501 2.9364 -2.4487
H -4.3826 3.4817 1.6246
C 2.5677 -2.1592 -2.6819
H -0.9658 -2.4825 0.9026
C 5.4316 0.5343 -3.1939
O -0.2005 -4.6879 2.3395
H -0.9601 -0.4791 4.4920
H -4.8795 1.0644 2.0825
H 1.3640 -3.0441 -5.1114
C -0.0145 -3.9236 4.7318
N 5.6585 2.7451 -4.2390
H 2.6815 0.0461 -3.2641
H -2.8785 5.4178 3.1210
O -2.3565 1.3975 -1.2419
C -1.2435 -3.4547 0.4344
H -2.6535 0.1181 2.0288
H -1.8724 2.0483 -0.7190
H -1.3057 2.3468 5.4755
H 0.5162 1.9973 -1.9950
H 5.2219 3.6325 -4.4710
C -3.5823 2.7479 1.7538
H 1.5777 -3.7798 -0.8084
H 0.2715 -2.1398 -6.2111
H 5.9521 2.2413 -5.0691
C 3.3072 -0.8676 -3.1936
C -0.0951 -3.5647 3.2022
O -0.6634 2.0187 1.7254
H -0.6047 -4.8247 5.0125
C 0.4028 -1.2011 -4.1965
C -1.7515 1.3346 3.5873
N -1.2864 2.4897 2.7730
C 0.7294 -3.0415 -0.7883
H -1.8934 4.4740 4.2036
C -1.3698 -4.5811 1.5357
C -2.6985 4.4002 3.4701
C -0.4063 -0.0342 -1.0483
H 1.0548 -4.0279 5.0319
H -0.8850 4.8986 1.5103
C -1.7972 4.3866 1.1956
H -1.7363 0.1421 -2.8622
H -3.6088 4.0920 3.9861
C -2.9596 0.6304 2.9478
H -0.1683 1.8419 -3.6794
H -0.7667 -2.0225 -2.3065
H 5.1456 -1.3403 -1.9562
H -1.6415 -5.5580 1.0761
O -0.4586 -3.8178 -0.6845
H -4.5517 1.9799 3.5336
C 1.0340 -2.0243 -5.3994
H 1.8567 -1.4007 -5.8246
```

Output
Energy: -1774.0988 Eh

***

[2]
Molecular formula: C24H55N3O5
Method: DFT, ωB97M-V/def2-TZVPD

Geometry as XYZ:
```
87
Properties=species:S:1:pos:R:3
C 1.0039 -3.9820 -0.7854
H 3.2154 -1.0354 -6.7400
H 5.2888 -3.0149 -1.1192
H -0.4474 -1.7996 -0.6901
H -0.4012 -1.0122 3.2619
C -3.5163 4.0077 3.1634
H 2.8684 -4.4283 -1.6547
H 0.9997 -4.2007 -5.3394
O -5.4535 7.7785 0.1422
C 6.7582 -4.3276 0.7556
H -3.8794 7.2804 3.0936
H 3.9957 -0.2805 -5.3502
C -1.1564 3.5978 3.1132
H -1.4929 -4.2071 -0.8497
O -2.2156 4.5324 2.9870
H 1.5499 -0.6887 0.3376
C -4.1500 9.6980 -0.6746
H 2.7908 -4.9554 -0.0085
O 2.5644 -2.2888 -4.2911
C 3.9768 -1.1767 -5.9714
H 4.9388 -1.2746 -6.4743
H -1.0280 -0.4242 -0.0638
O 0.6452 -5.2794 1.1439
C -4.4633 7.2722 1.0200
H 4.7701 -4.2243 1.6330
H 7.0521 -5.3605 0.9152
H -6.2717 9.3808 -0.7281
H -1.7398 -1.5550 2.4621
H 1.6098 -3.3221 -6.7417
H -3.1818 2.5100 4.7060
C 0.1805 -4.0374 0.4966
C 1.3310 -2.1024 -4.9605
H -3.4612 7.4480 0.6147
N -0.9080 -1.4128 0.1229
H -5.5867 7.6797 2.8175
N 1.0458 -0.5682 1.2015
H -5.6518 9.7030 0.8820
H 4.5396 -2.5666 -4.4377
H -0.1841 -3.3365 2.4307
C -0.3870 -6.0317 1.5874
H 3.1107 -2.1535 -1.1370
O -0.3034 -6.8054 2.5301
C 3.7056 -2.4063 -5.1214
C -1.3413 -4.3140 0.2162
H 5.1358 -2.1449 0.3874
C -1.2039 2.4652 2.1030
H -1.8925 -3.5882 0.7957
H -0.3004 1.8613 2.1597
H -1.2956 2.8653 1.0909
H 7.1207 -3.7516 1.6008
C -5.4375 9.1784 -0.0562
C -0.0732 -1.5072 1.2963
H 3.6338 -3.3015 -5.7491
C 0.3893 -2.9858 1.5765
H 1.6745 -0.6783 1.9844
H 4.8762 -5.1467 0.1658
C -4.5721 7.8086 2.4373
H -0.0669 -3.1141 -6.2475
H -4.8158 3.1656 4.6606
H -3.9112 9.1403 -1.5809
H 1.3304 -1.1544 -5.5096
H 2.8890 -2.3774 0.5760
H -0.2459 4.1804 2.9703
H -4.2561 10.7528 -0.9297
C 4.7857 -3.0253 -0.1548
H -2.5128 -5.7936 1.2329
C 2.5196 -4.1363 -0.6624
H 7.2170 -3.9764 -0.1622
H -1.5452 -6.4070 -0.1675
C -1.5781 -5.7497 0.6916
H -1.1190 3.1994 4.1340
H 0.8041 -3.0899 -1.3794
H 0.6481 -4.8218 -1.3814
H 1.4240 -2.9721 1.8981
C 5.2322 -4.2387 0.6477
H -4.3299 8.8714 2.4879
H -3.7446 3.2722 2.3836
H -4.1912 4.8502 3.0086
H -4.6112 6.1924 1.0293
C 3.2665 -2.8594 -0.3194
H -2.0468 1.7972 2.2767
C 0.9487 -3.2527 -5.8766
H -3.3038 9.6062 0.0079
C -3.7620 3.4195 4.5431
H 0.5875 -2.0081 -4.1679
H -3.4843 4.1362 5.3171
N -0.9036 -0.9973 2.3861
```

Output
Energy: -1487.8749 Eh

***

[3]
Molecular formula: C24H56AsF6N8O8Tl
Method: DFT, ωB97M-V/def2-TZVPD

Geometry as XYZ:
```
104
Properties=species:S:1:pos:R:3
H 2.8001 -1.4629 2.9208
H -2.9654 3.3758 1.2661
H 1.1112 -5.9047 0.7251
N 2.5459 -0.4629 -4.6305
O -1.0670 -1.9330 1.1114
C -4.7694 -0.1456 0.3569
O 0.8814 1.0821 1.7825
H -1.5026 -0.4213 4.1098
N -2.6270 1.2919 3.5354
F 2.5326 1.6349 -0.6269
C 2.4047 3.2588 4.2227
H -3.8491 0.0707 -2.8304
H -5.6034 1.9839 -2.3581
H 4.3494 0.6679 -2.0225
H 0.5189 -3.9158 3.7751
O -1.8059 0.9734 1.4359
F 1.6730 4.8840 -1.6306
H -4.5347 3.7198 -4.5174
C -2.2176 3.1927 2.0395
H 2.0390 3.0906 2.1280
F 3.7359 3.4540 -1.8588
H 3.6195 -1.4457 -6.1450
C 3.0222 -1.7318 0.9483
H 1.6310 -0.8708 -4.7282
H -2.7373 -4.1785 0.4545
F 1.5488 2.6190 -2.6598
As 2.1431 3.2901 -1.1645
H -2.9956 4.5313 -4.7852
N 1.0118 -4.8860 -1.0711
H 4.4336 -1.3106 -0.4717
H 0.6899 -2.5979 2.6437
N -1.2718 -3.3023 2.8916
C 0.8143 -4.9170 0.3694
C -1.7169 4.5865 -1.7678
H -1.8936 4.6613 -0.6929
C -1.6924 -2.7865 1.7196
H -5.1223 0.8724 0.5126
H 3.3578 -2.6581 -0.9449
F 0.5792 2.9555 -0.4091
C 0.0507 -2.9948 3.4288
H -0.6425 4.7637 -1.8502
F 2.7948 3.8950 0.3541
H 5.0760 -0.1591 -3.4287
H -3.6460 -3.7974 1.9089
N 1.8871 2.6448 3.0338
H -2.1570 5.4587 -2.2492
H -0.0744 -2.2870 4.2470
C 3.9473 -2.2281 -0.1359
H 0.5763 1.1586 4.8580
C 4.7433 -2.1826 2.7544
H 5.2545 -2.9105 2.1322
H -4.1332 -0.4372 1.1905
H 0.6113 -0.3105 3.8520
H -3.4611 -2.5542 0.6578
H -4.0148 4.9406 -3.4576
C 1.1965 -3.7578 -3.2152
C 1.2914 1.4627 2.8864
H 1.4463 -4.2330 0.9343
N -2.9532 3.0655 -3.2636
H -6.3893 0.8395 -1.3808
H 4.6243 -3.0379 0.1257
C 1.1502 0.5942 4.1187
O 1.9075 -1.3148 0.6618
H 3.1123 2.5548 4.6751
H -1.8736 -3.9875 3.3136
O 2.0526 -0.2190 -2.4815
H -0.2484 -4.7871 0.5611
O -2.8015 -0.7320 -0.8939
H 4.5663 -2.7515 3.6711
H 1.7693 -4.6124 -3.5744
H -2.9387 1.9812 4.1960
H 0.3341 -3.6582 -3.8777
C -2.5261 -0.0866 3.9195
H -6.1941 0.5115 -3.1254
C -3.6360 4.0840 -4.0195
C 4.2639 0.4820 -3.0897
C 2.8723 -0.0400 -3.4001
H 1.7871 -2.8634 -3.4149
N -4.4567 0.2071 -2.0375
N 3.4874 -1.6796 2.2146
C -2.1379 3.2254 -2.2031
H -2.5115 3.8437 2.8662
C -3.9624 -0.2986 -0.8947
H 2.9059 4.1936 3.9987
C 0.7750 -3.7677 -1.7572
H 4.3067 0.1261 -5.6808
H 2.8700 0.0407 -6.6618
H 4.3995 1.4579 -3.5621
H -5.6428 -0.8001 0.3850
H -3.0377 -0.2996 4.8590
C -2.2391 1.7051 2.3192
H 2.1092 0.3469 4.5745
H -1.2185 3.4708 1.7119
C -2.9685 -3.3834 1.1622
O 0.3282 -2.7445 -1.2457
C -5.7144 0.9036 -2.2302
H -2.9683 -0.7656 3.1905
Tl -0.0792 0.0914 -0.7223
H 1.4686 -5.6619 -1.5159
C 3.3851 -0.4299 -5.8241
H 5.3350 -1.3179 3.0521
H -3.1094 2.1307 -3.5926
O -1.6623 2.2264 -1.6508
H 1.6414 3.4197 4.9888
```

Output
Energy relative to the best compared isomer or geometry (same formula, charge and spin): 0.0 kcal per mole
Total charge: +2
Energy: -4995.0884 Eh

***

[4]
Molecular formula: C24H56N2O5
Method: DFT, ωB97M-V/def2-TZVPD

Geometry as XYZ:
```
87
Properties=species:S:1:pos:R:3
C -4.7869 -15.1614 -20.5665
H 2.7002 -8.6100 -13.2550
C -0.4615 -9.1240 -19.0098
H -2.0448 -7.8005 -14.5422
H -7.3574 -6.8087 -17.9077
H -8.3014 -13.7278 -19.8607
C -1.2653 -10.3288 -15.0439
C -7.7031 -14.5932 -19.6199
H -5.9059 -10.6380 -21.4937
H 0.5217 -7.4052 -15.0973
H 2.0529 -10.3210 -13.8505
C -6.6501 -13.1705 -21.9422
H -4.5920 -12.2965 -18.3815
H -4.4238 -10.9276 -20.5653
C 0.8531 -8.8779 -12.1559
H -5.5431 -15.5034 -21.2775
C -0.1014 -10.3514 -19.8812
C -1.6035 -8.3132 -13.6863
H -2.3909 -8.9584 -13.2691
O 1.2165 -10.7845 -13.5772
H -2.4666 -9.6411 -18.6243
H 0.7265 -8.3103 -20.3360
H 1.7509 -9.1443 -10.2186
H -2.0313 -9.8120 -15.6385
H -0.2800 -8.3333 -16.2634
H -6.8151 -11.0979 -18.9704
H -4.0089 -15.9346 -20.5578
H -5.5881 -15.9423 -18.6974
C -1.0979 -7.3195 -12.6427
C -5.0522 -11.3187 -21.3121
H -7.5639 -13.1522 -17.1798
H -0.4647 -11.2803 -19.4243
H -2.1406 -7.8967 -18.3962
H -1.8326 -10.9263 -14.2915
H -5.8375 -13.5986 -16.8418
H -6.3163 -9.1219 -17.3306
H -7.4119 -9.2532 -19.8370
H -5.6151 -6.8413 -19.3031
H -4.5258 -11.4516 -22.2247
H 0.2893 -7.3219 -10.8696
H -4.3728 -14.6450 -18.5145
H -2.2810 -8.6325 -20.0663
C -6.4355 -14.0564 -18.8824
H -0.3157 -10.1856 -20.9110
C -6.7354 -13.8247 -17.4072
O -6.1275 -9.3774 -18.2327
H -1.9400 -6.8665 -12.2068
H 2.2184 -10.3736 -11.3345
O -7.1506 -11.8803 -19.4456
O 0.4161 -8.0936 -19.4706
H -7.0001 -14.7791 -16.9383
H -8.5372 -7.0642 -19.0851
O -3.9521 -11.8172 -17.8138
H -8.1806 -15.2662 -18.8981
H 0.4644 -10.3221 -10.7486
H 1.7176 -7.0930 -13.1734
C -0.5198 -9.2283 -14.2925
C -6.9422 -8.5379 -19.1715
H -4.0793 -10.8898 -18.0199
C -0.2503 -7.9683 -11.5721
H 0.9935 -10.4622 -19.7974
C 2.0399 -8.0048 -12.6749
H -7.6066 -12.6799 -21.7685
H -0.1770 -9.3929 -17.9668
C -5.5387 -12.7549 -20.9103
H -7.5285 -15.1939 -20.4966
C -1.8922 -8.7705 -19.0429
C 0.3194 -8.4520 -15.3810
H -6.2192 -12.8249 -22.8791
H -5.0294 -8.1581 -20.3003
H -8.5079 -8.0864 -17.6425
H -3.9283 -13.7539 -21.9708
H -0.6252 -10.9116 -15.6622
H -0.9181 -8.5935 -10.9487
H -0.5133 -6.5170 -13.1219
H 2.5340 -7.6503 -11.7521
C -7.9151 -7.6068 -18.4186
H -3.5509 -13.4083 -20.3478
N 0.2342 -9.8575 -13.1980
H 1.2067 -9.0157 -15.6180
H -6.8131 -14.2053 -22.0453
C -4.3575 -13.7914 -21.0161
H -6.3673 -7.1322 -20.7601
C 1.3528 -9.7396 -11.0274
N -6.0349 -12.7451 -19.4801
C -5.9350 -7.6841 -19.9339
C -5.2425 -14.9972 -19.1199
```

Output
Energy relative to the best compared isomer or geometry (same formula, charge and spin): 23.2 kcal per mole
Energy: -1433.6251 Eh

***

[5]
Molecular formula: C24H56N2O8
Method: DFT, ωB97M-V/def2-TZVPD

Geometry as XYZ:
```
90
Properties=species:S:1:pos:R:3
H 0.0899 -0.7807 -2.3565
C 0.4658 4.9224 -1.2430
H -0.7306 -0.5037 -5.5475
H 1.4800 4.5457 -1.0918
C -1.3109 -5.1340 4.8010
H 0.5037 -0.7090 3.9188
H 4.3852 -0.3086 1.5198
H 0.4104 0.0852 1.5195
H 0.8137 -2.0664 2.9350
C -1.3007 -2.7055 5.5193
O 0.7661 -0.5631 -1.6959
H 2.6570 1.2624 2.1693
O -2.0993 -1.4091 -6.7852
H 6.0237 0.3087 1.6461
H -1.4582 -6.6888 2.6319
H -0.7071 -2.0294 6.1474
C -0.6825 2.8691 -0.4813
H 0.2593 -4.1435 5.9651
H -1.2353 5.9571 -3.4222
H -2.7733 5.2273 -3.8261
H -0.1598 1.5323 -4.8953
C 0.2595 3.5020 -4.1157
H 1.5291 1.8801 -4.8198
O 3.2242 1.8643 2.6679
H 0.2542 2.6588 0.0351
H -1.1819 -4.4197 6.8208
O -1.1172 -2.9690 1.8261
H 1.1691 -4.4865 3.9668
H -3.0854 -2.0037 -4.3407
H 4.4108 2.0828 0.9782
H -0.7837 -6.0660 5.0314
H -1.7436 -0.2967 4.4406
H 1.9392 0.6425 -0.6749
C -1.7567 4.9950 -3.5043
H -2.3881 -5.2744 4.8738
N -1.3591 -3.3733 3.1712
C 0.5613 2.3386 -5.0465
H 0.9272 -4.4803 2.2361
H 1.7271 4.5496 -5.2837
O 5.0743 -0.1127 3.4365
H 0.1016 5.3552 -0.3122
H 0.1716 -2.0049 -0.3131
H -0.8461 -0.6289 -0.3874
H -2.1200 5.0847 -1.4160
H -2.5370 3.5227 -2.1541
H -2.3161 -1.0521 -2.5983
C 4.4929 1.7722 2.0248
H 1.6038 -1.0822 1.2062
H -1.4929 -2.7053 -4.5914
H 1.1401 -2.1849 4.6386
H -2.7571 -5.4722 2.4999
C -0.9119 -4.7389 3.3773
H -2.0058 -2.8406 1.4807
H 1.1061 5.5387 -4.0013
H 0.9362 1.3771 -2.2535
H -2.3222 0.1351 -5.3776
H 4.5359 0.4902 3.9626
C -1.9715 -1.1249 3.7651
H -1.3961 3.3334 0.1965
C 1.4023 4.5184 -4.2383
H -3.0553 -1.4417 -6.8793
C -1.7941 4.3276 -2.1321
C 5.0314 0.3641 2.1019
H -0.9774 4.6144 -5.5131
O 1.8979 0.7497 0.2835
C 0.5885 -4.9467 3.1648
C -1.7807 -0.8049 -5.5543
C -2.0166 -1.7676 -4.3996
C 1.0233 -0.3000 0.6993
H 5.1558 2.4587 2.5530
N 0.0698 2.9603 -2.7814
O -1.5586 -1.2237 -3.1620
C -1.0801 4.1088 -4.5546
H -3.0196 -1.3948 3.9177
C 0.2154 -0.9174 -0.4330
C -0.4479 3.7631 -1.6908
H -1.8719 -0.7346 2.7496
H 2.2515 4.2067 -3.6330
H 0.8461 -6.0036 3.0960
H 0.5342 5.7014 -1.9996
H -1.0925 1.9125 -0.8261
C -0.8254 -4.1201 5.8280
H -2.3282 -2.5353 5.8462
C 0.4175 -1.7999 3.9171
H -1.4323 -5.4386 1.3759
H -1.7502 3.2432 -4.6661
C -1.6792 -5.6433 2.4198
C -1.0412 -2.2796 4.0738
H 0.5999 2.6639 -6.0855
O 1.2484 2.2848 -2.3517
```

Output
Energy relative to the best compared isomer or geometry (same formula, charge and spin): 0.0 kcal per mole
Energy: -1659.3491 Eh

***

HOMO energy readings, ordered: -0.2307, -0.3460, -0.5111, -0.3106, -0.3057 Eh